[1]
Computed, not measured: 2 unconnected molecules or ions with the total composition C4H13N2O2 at a distorted geometry, with the ωB97M-V functional and the def2-TZVPD basis.

Cartesian coordinates (Å):
N  -2.369  0.620  0.435
C  -1.201  -0.279  0.472
C  -0.239  0.113  -0.672
N  0.745  -0.797  -1.082
C  1.409  -1.743  -0.286
C  2.820  -1.236  0.139
O  -0.419  1.143  -1.255
H  -3.017  0.339  1.179
H  -2.896  0.569  -0.458
H  -2.087  1.631  0.577
H  -0.690  -0.142  1.425
H  -1.450  -1.327  0.388
H  1.274  -0.547  -1.921
H  0.864  -2.054  0.594
H  1.576  -2.641  -0.905
H  2.720  -0.842  1.144
H  3.246  -0.420  -0.431
H  3.563  -2.014  0.196
H  -1.051  2.778  -0.496
H  -1.313  3.886  0.608
O  -1.486  2.964  0.349

Properties
Lowest unoccupied orbital energy (spin up / spin down) in Ha: -0.29395 / -0.47806
Total charge: +2
Orbital gap (spin up / spin down) in eV: 11.883 / 6.868
Multiplicity: 2

In the natural (NBO) picture, each atom carries the following charge in e:
1. N -0.693
2. C -0.338
3. C 0.644
4. N -0.209
5. C -0.279
6. C -0.587
7. O -0.412
8. H 0.462
9. H 0.454
10. H 0.483
11. H 0.278
12. H 0.267
13. H 0.461
14. H 0.253
15. H 0.329
16. H 0.260
17. H 0.253
18. H 0.286
19. H 0.509
20. H 0.544
21. O -0.966



[2]
Computed, not measured: 3 unconnected molecules or ions with the total composition C4H13N2O4 at a distorted geometry, with the ωB97M-V functional and the def2-TZVPD basis.

Cartesian coordinates (Å):
N  -2.198  0.408  -1.516
C  -0.943  0.875  -2.200
C  0.262  0.914  -1.300
N  0.016  1.768  -0.052
C  0.554  1.246  1.241
C  -0.108  -0.063  1.639
O  0.455  -1.078  2.134
O  -1.317  -0.105  1.371
H  -2.417  -0.602  -1.464
H  -2.444  0.790  -0.599
H  -0.799  0.289  -3.123
H  -1.158  1.914  -2.564
H  0.612  0.016  -1.009
H  0.908  1.435  -2.009
H  -1.037  1.902  0.061
H  0.310  2.047  1.920
H  1.630  1.169  1.192
H  -0.616  -2.647  1.019
H  0.785  -2.936  0.350
O  -0.182  -3.238  0.095
H  3.065  -1.041  1.090
H  1.838  -1.370  2.023
O  2.783  -1.693  1.699

Properties
Lowest unoccupied orbital energy in Ha: 0.13858
Total charge: -1
Orbital gap in eV: 8.808

In the natural (NBO) picture, each atom carries the following charge in e:
1. N -0.899
2. C -0.212
3. C -0.232
4. N -0.640
5. C -0.329
6. C 0.745
7. O -0.780
8. O -0.755
9. H 0.375
10. H 0.380
11. H 0.197
12. H 0.170
13. H 0.189
14. H 0.165
15. H 0.363
16. H 0.208
17. H 0.185
18. H 0.508
19. H 0.483
20. O -1.010
21. H 0.437
22. H 0.494
23. O -1.041



[3]
Computed, not measured: a single C4H13N2OP molecule at a distorted geometry, with the ωB97M-V functional and the def2-TZVPD basis.

Cartesian coordinates (Å):
C  0.924  -1.961  1.813
C  -0.150  -2.025  0.771
O  0.232  -1.231  -0.259
P  -0.670  0.047  -0.836
N  0.559  0.680  -1.903
C  0.154  1.134  -3.241
N  -0.089  1.250  0.614
C  -1.017  1.590  1.725
H  1.923  -2.165  1.456
H  1.044  -0.887  2.030
H  0.743  -2.430  2.756
H  -1.040  -1.623  1.198
H  -0.333  -3.026  0.509
H  1.312  0.079  -1.932
H  0.637  2.092  -3.424
H  0.579  0.340  -3.945
H  -0.912  1.175  -3.473
H  0.249  2.066  0.135
H  -1.425  0.606  2.195
H  -0.640  2.360  2.443
H  -2.078  1.930  1.368

Properties
Lowest unoccupied orbital energy in Ha: 0.03822
Total charge: 0
Orbital gap in eV: 9.212
Structure (SMILES): CCOP(NC)NC

In the natural (NBO) picture, each atom carries the following charge in e:
1. C -0.638
2. C -0.051
3. O -0.808
4. P 1.350
5. N -0.937
6. C -0.422
7. N -0.925
8. C -0.437
9. H 0.211
10. H 0.226
11. H 0.209
12. H 0.156
13. H 0.168
14. H 0.391
15. H 0.197
16. H 0.186
17. H 0.205
18. H 0.367
19. H 0.185
20. H 0.210
21. H 0.159



[4]
Computed, not measured: a molecular structure, C4H13N2OS at a distorted geometry, with the ωB97M-V functional and the def2-TZVPD basis.

Cartesian coordinates (Å):
N  -0.524  -1.429  -0.159
C  -0.194  -0.061  -0.635
C  -1.456  0.782  -0.462
S  -2.934  0.240  -1.414
C  1.061  0.506  0.001
N  2.175  -0.566  -0.303
C  3.358  -0.148  0.505
H  0.278  -1.970  -0.470
H  -1.286  -1.801  -0.701
H  -0.060  -0.228  -1.716
H  -1.185  1.810  -0.727
H  -1.834  0.693  0.554
H  0.960  1.591  -0.158
H  0.972  0.351  1.081
H  2.071  0.327  -0.904
H  3.584  0.912  0.304
H  3.229  -0.382  1.570
H  4.228  -0.696  0.123
H  -4.039  -0.560  1.677
H  -3.966  0.374  0.479
O  -4.436  0.256  1.356

Properties
Lowest unoccupied orbital energy (spin up / spin down) in Ha: 0.20984 / 0.20782
Total charge: -2
Orbital gap (spin up / spin down) in eV: 2.156 / 6.458
Multiplicity: 2

In the natural (NBO) picture, each atom carries the following charge in e:
1. N -0.862
2. C -0.075
3. C -0.514
4. S -0.727
5. C -0.399
6. N -0.641
7. C -1.157
8. H 0.353
9. H 0.364
10. H 0.163
11. H 0.174
12. H 0.196
13. H 0.205
14. H 0.201
15. H 0.374
16. H 0.108
17. H 0.156
18. H 0.151
19. H 0.452
20. H 0.495
21. O -1.019



[5]
Computed, not measured: a single C4H13N2S molecule at a distorted geometry, with the ωB97M-V functional and the def2-TZVPD basis.

Cartesian coordinates (Å):
C  -1.437  -0.263  -0.263
N  -0.235  -0.902  -0.789
C  0.759  -1.539  0.052
C  1.181  -0.562  1.172
S  2.933  -0.713  1.740
C  -1.291  1.282  -0.197
N  -0.335  1.701  -1.241
H  -1.678  -0.768  0.658
H  -2.320  -0.524  -0.858
H  -0.367  -1.399  -1.634
H  1.636  -1.700  -0.567
H  0.422  -2.492  0.494
H  1.275  0.421  0.685
H  0.460  -0.581  1.978
H  2.647  -0.862  3.038
H  -1.082  1.581  0.821
H  -2.221  1.805  -0.431
H  0.025  2.669  -1.096
H  -0.755  1.833  -2.241
H  0.381  1.013  -1.320

Properties
Lowest unoccupied orbital energy (spin up / spin down) in Ha: 0.02477 / 0.02276
Total charge: 0
Orbital gap (spin up / spin down) in eV: 4.162 / 9.914
Multiplicity: 2

In the natural (NBO) picture, each atom carries the following charge in e:
1. C -0.252
2. N -0.673
3. C -0.222
4. C -0.524
5. S -0.051
6. C -0.320
7. N -1.076
8. H 0.197
9. H 0.214
10. H 0.384
11. H 0.208
12. H 0.174
13. H 0.205
14. H 0.221
15. H 0.128
16. H 0.219
17. H 0.218
18. H 0.345
19. H 0.180
20. H 0.425



[6]
Computed, not measured: 2 unconnected molecules or ions with the total composition C4H13N2S at a distorted geometry, with the ωB97M-V functional and the def2-TZVPD basis.

Cartesian coordinates (Å):
C  -2.006  1.024  2.022
C  -1.187  1.653  -0.106
N  -1.102  0.821  0.851
H  -1.778  0.198  2.690
H  -3.062  0.959  1.718
H  -1.802  2.006  2.468
H  -0.526  1.627  -0.925
H  -2.000  2.383  -0.140
C  1.426  -1.510  -0.498
C  1.157  -0.421  -1.529
S  2.107  -0.760  -3.023
N  0.600  -1.198  0.729
H  2.462  -1.511  -0.154
H  1.184  -2.516  -0.902
H  1.505  0.501  -1.120
H  0.105  -0.394  -1.735
H  1.836  0.442  -3.529
H  0.014  -1.972  1.045
H  -0.182  -0.389  0.662
H  1.247  -0.941  1.476

Properties
Lowest unoccupied orbital energy in Ha: -0.11690
Total charge: +1
Orbital gap in eV: 9.469

In the natural (NBO) picture, each atom carries the following charge in e:
1. C -0.445
2. C 0.032
3. N -0.464
4. H 0.209
5. H 0.226
6. H 0.231
7. H 0.183
8. H 0.183
9. C -0.227
10. C -0.547
11. S 0.021
12. N -0.737
13. H 0.228
14. H 0.235
15. H 0.216
16. H 0.212
17. H 0.140
18. H 0.427
19. H 0.450
20. H 0.428



Number 1: energy -419.4908 Ha. Number 2: energy -570.7022 Ha. Number 3: energy -686.2662 Ha. Number 4: energy -742.9427 Ha. Number 5: energy -667.7465 Ha. Number 6: energy -667.6232 Ha.